[1]
The following is a quantum chemistry calculation of 12 unconnected molecules or ions with the total composition C81H166F15N7O12, from the OMol25 dataset.

Calculated values
Gap between HOMO and LUMO ... 3.46 eV
LUMO level ... -4.37 eV
Total charge ... +2

Last column: Löwdin charge in e.
Positions of all 281 atoms, in Å:
F: 17.648 -6.892 1.633  0.095
F: 13.302 -13.042 3.473  0.141
F: 15.909 -13.778 0.418  0.186
F: 11.534 -11.981 3.868  0.138
F: 12.758 -11.703 1.997  0.145
F: 14.774 -15.200 -0.485  0.150
F: 21.647 -12.008 2.347  0.116
F: 20.927 -10.070 2.623  0.127
F: 10.583 -9.599 -4.830  0.073
F: 15.887 -6.580 0.394  0.053
F: 9.338 -8.037 -5.792  0.105
F: 22.716 -10.496 1.444  0.114
F: 16.325 -14.572 -1.450  0.148
F: 15.691 -6.202 2.436  0.174
F: 9.311 -8.353 -3.677  0.166
O: 12.130 -7.504 -3.520  -0.127
O: 13.797 -13.340 -2.639  -0.229
O: 20.724 -11.813 -0.792  -0.252
O: 10.093 -13.439 1.781  -0.271
O: 16.088 -3.609 1.227  -0.102
O: 14.958 -11.861 -1.550  -0.119
O: 16.248 -10.659 -6.325  0.157
O: 11.236 -14.859 3.150  -0.104
O: 12.267 -7.543 -5.736  -0.259
O: 18.716 -14.030 -3.797  0.107
O: 18.106 -4.158 2.318  -0.245
O: 19.694 -9.995 0.225  -0.147
N: 19.384 -19.511 4.389  -0.192
N: 14.641 -16.721 -4.685  -0.133
N: 16.632 -9.796 4.791  -0.119
N: 14.607 -11.695 -5.032  0.108
N: 21.029 -13.718 -3.284  0.109
N: 16.213 -5.065 -5.327  -0.164
N: 8.198 -12.111 -2.554  -0.130
C: 16.339 -19.789 6.763  -0.104
C: 14.013 -17.072 -6.020  -0.112
C: 21.438 -10.888 1.695  -0.544
C: 10.496 -11.910 -1.526  -0.154
C: 11.810 -6.688 -2.394  -0.257
C: 15.294 -3.644 -0.021  -0.265
C: 12.991 -9.993 8.394  -0.094
C: 12.224 -3.545 -6.117  -0.106
C: 6.424 -10.224 -2.053  -0.161
C: 15.741 -7.129 -4.004  -0.131
C: 15.900 -4.737 -3.853  -0.073
C: 16.037 -11.180 -5.280  -0.360
C: 6.879 -11.748 -1.887  -0.082
C: 17.442 -10.935 5.416  -0.089
C: 11.350 -7.363 -4.678  -0.473
C: 20.946 -21.208 3.819  -0.190
C: 11.403 -13.734 2.225  -0.426
C: 18.242 -11.541 4.309  -0.170
C: 13.245 -9.893 6.875  -0.261
C: 8.742 -13.494 -1.999  -0.069
C: 15.665 -9.661 -1.004  -0.063
C: 18.471 -14.956 2.231  -0.057
C: 17.724 -20.163 6.267  -0.197
C: 16.264 -6.041 -3.036  -0.107
C: 20.608 -20.411 5.044  -0.010
C: 14.623 -3.302 -6.226  -0.184
C: 21.078 -12.686 -4.417  0.042
C: 15.019 -4.835 -6.286  -0.081
C: 17.405 -11.433 3.100  -0.175
C: 4.078 -10.188 -1.218  -0.107
C: 20.393 -11.223 0.431  -0.408
C: 19.175 -15.894 3.319  -0.197
C: 14.767 -16.333 -7.112  -0.136
C: 11.855 -18.052 -2.219  -0.051
C: 15.372 -14.085 -0.724  -0.677
C: 19.360 -6.833 5.072  -0.047
C: 12.991 -18.045 -3.241  -0.244
C: 16.567 -6.091 1.497  -0.567
C: 10.117 -8.318 -4.691  -0.543
C: 16.797 -10.031 3.239  -0.069
C: 14.317 -13.118 -1.359  -0.379
C: 7.595 -13.807 -6.063  -0.110
C: 16.906 -19.766 -2.316  -0.107
C: 17.113 -11.261 -4.205  0.042
C: 8.153 -12.171 -4.168  -0.062
C: 17.275 -8.345 5.163  -0.073
C: 18.053 -5.028 -7.205  -0.234
C: 15.633 -15.282 -6.406  -0.147
C: 17.131 -4.616 1.414  -0.470
C: 18.758 -20.377 3.304  -0.068
C: 15.055 -9.879 5.012  -0.064
C: 12.294 -15.841 3.125  -0.272
C: 9.349 -11.123 -2.088  -0.069
C: 11.579 -17.087 3.719  -0.086
C: 19.320 -4.458 -7.787  -0.096
C: 19.393 -14.864 -1.617  0.023
C: 18.738 -8.245 4.966  -0.241
C: 17.544 -4.358 -5.872  -0.039
C: 14.364 -2.449 0.043  -0.090
C: 7.184 -13.236 -4.741  -0.245
C: 13.627 -16.711 -3.463  -0.110
C: 19.602 -21.758 3.258  -0.089
C: 14.784 -10.802 -0.676  -0.301
C: 12.750 -7.057 -1.258  -0.065
C: 16.303 -6.598 -5.359  -0.099
C: 19.989 -18.247 3.723  -0.140
C: 10.224 -13.330 -1.910  -0.190
C: 15.056 -15.200 -4.989  -0.072
C: 13.349 -3.053 -7.025  -0.238
C: 19.591 -14.131 -2.950  -0.322
C: 12.267 -12.531 2.891  -0.643
C: 20.428 -8.926 -0.373  -0.253
C: 17.596 -18.466 -2.581  -0.238
C: 19.350 -7.937 -0.784  -0.059
C: 5.516 -9.659 -0.944  -0.244
C: 14.711 -9.795 6.508  -0.213
C: 19.206 -17.375 2.816  -0.204
C: 13.540 -10.635 -4.607  0.067
C: 15.866 -17.660 -4.344  -0.074
C: 16.554 -17.391 -3.041  -0.201
C: 18.458 -19.026 5.442  -0.107
H: 12.973 -2.057 -7.256  0.111
H: 14.830 -4.600 -3.694  0.126
H: 13.167 -15.705 3.763  0.088
H: 21.189 -13.251 -2.403  0.112
H: 11.970 -14.072 1.357  0.102
H: 18.423 -8.496 -0.910  0.051
H: 15.439 -2.667 -6.571  0.100
H: 13.589 -2.810 0.719  0.071
H: 12.849 -6.209 -0.580  0.072
H: 19.405 -14.134 -0.807  0.078
H: 16.524 -20.271 -3.204  0.085
H: 21.114 -8.465 0.338  0.119
H: 15.445 -18.661 -4.430  0.122
H: 15.489 -9.198 -1.975  0.053
H: 21.589 -22.077 3.955  0.129
H: 15.905 -7.001 -6.290  0.133
H: 15.775 -5.967 -2.065  0.092
H: 18.420 -15.356 -1.618  0.059
H: 11.464 -11.566 -1.889  0.115
H: 10.715 -14.021 -1.225  0.123
H: 21.375 -19.888 5.615  0.144
H: 12.770 -18.532 -4.191  0.106
H: 7.788 -12.975 -6.740  0.083
H: 6.109 -12.473 -2.148  0.124
H: 16.707 -9.972 -1.069  0.067
H: 22.134 -12.414 -4.420  0.108
H: 9.182 -12.295 -4.505  0.115
H: 19.097 -8.806 4.103  0.096
H: 12.057 -5.651 -2.619  0.111
H: 17.346 -6.164 -2.981  0.111
H: 20.456 -11.852 -4.092  0.102
H: 11.070 -6.309 -4.665  0.127
H: 20.169 -15.612 -1.454  0.096
H: 18.330 -20.553 7.085  0.115
H: 20.989 -9.182 -1.272  0.107
H: 20.374 -6.820 5.471  0.078
H: 10.858 -18.242 -2.618  0.087
H: 16.221 -18.838 7.283  0.078
H: 16.109 -19.642 -1.584  0.078
H: 15.275 -4.990 -7.334  0.120
H: 19.593 -17.359 1.797  0.116
H: 14.892 -11.083 0.371  0.108
H: 11.018 -16.824 4.616  0.075
H: 6.772 -14.376 -6.495  0.084
H: 15.842 -9.916 2.725  0.119
H: 19.822 -22.193 2.283  0.116
H: 17.553 -20.408 -1.718  0.076
H: 17.430 -9.284 2.760  0.118
H: 7.005 -14.008 -3.992  0.097
H: 14.680 -7.377 -3.985  0.096
H: 17.050 -16.426 -3.139  0.088
H: 15.714 -8.937 -0.190  0.076
H: 12.104 -18.833 -1.501  0.077
H: 7.119 -11.924 -0.838  0.131
H: 19.402 -6.376 4.083  0.074
H: 17.244 -5.016 -7.935  0.103
H: 10.654 -13.517 -2.894  0.100
H: 12.418 -7.966 -0.758  0.075
H: 18.197 -17.787 2.776  0.116
H: 10.356 -11.884 -0.445  0.112
H: 20.472 -17.730 4.552  0.137
H: 17.984 -10.391 6.190  0.122
H: 19.175 -8.752 5.826  0.103
H: 17.732 -20.665 3.532  0.122
H: 17.461 -20.994 5.612  0.096
H: 17.583 -4.564 0.424  0.112
H: 12.744 -8.987 6.534  0.116
H: 16.638 -17.449 -5.084  0.136
H: 21.479 -20.598 3.090  0.110
H: 13.787 -18.685 -2.862  0.095
H: 10.795 -6.724 -1.998  0.117
H: 11.916 -10.078 8.549  0.078
H: 6.241 -12.750 -4.989  0.115
H: 21.590 -14.551 -3.389  0.180
H: 13.829 -10.255 -3.627  0.091
H: 14.622 -9.028 4.485  0.136
H: 12.547 -11.086 -4.609  0.095
H: 12.950 -16.832 -6.019  0.137
H: 12.730 -10.745 6.432  0.107
H: 15.575 -19.636 6.000  0.081
H: 8.358 -14.362 -2.536  0.121
H: 18.824 -19.887 2.333  0.119
H: 13.464 -3.517 -8.005  0.110
H: 20.784 -18.619 3.077  0.124
H: 18.237 -18.603 -3.452  0.107
H: 16.179 -8.057 -3.638  0.078
H: 5.751 -9.911 0.090  0.108
H: 8.449 -13.575 -0.952  0.134
H: 19.128 -18.540 6.151  0.133
H: 17.360 -6.855 -5.439  0.109
H: 20.176 -15.523 3.540  0.112
H: 19.095 -22.489 3.887  0.114
H: 13.691 -9.832 -5.328  0.088
H: 11.306 -3.572 -6.704  0.080
H: 15.749 -14.788 -4.256  0.110
H: 14.974 -8.812 6.899  0.110
H: 15.813 -3.473 -0.964  0.089
H: 19.968 -4.089 -6.992  0.083
H: 14.720 -4.567 -0.095  0.085
H: 20.757 -13.076 -5.382  0.102
H: 16.654 -12.220 3.149  0.115
H: 14.502 -12.442 -4.361  0.078
H: 18.447 -13.965 2.685  0.043
H: 16.675 -7.589 4.658  0.133
H: 13.417 -9.120 8.889  0.075
H: 14.542 -2.950 -5.197  0.103
H: 17.369 -10.278 -3.808  0.094
H: 13.485 -10.899 8.745  0.071
H: 16.958 -8.288 6.205  0.119
H: 10.879 -17.547 3.021  0.065
H: 14.186 -14.567 -4.818  0.102
H: 17.961 -11.689 -4.738  0.074
H: 16.714 -11.870 -3.393  0.075
H: 20.064 -21.126 5.662  0.118
H: 18.302 -4.627 -5.137  0.127
H: 4.028 -11.253 -1.446  0.065
H: 15.412 -16.955 -7.733  0.118
H: 16.025 -20.527 7.501  0.086
H: 13.777 -10.388 -0.640  0.115
H: 18.286 -6.073 -7.002  0.094
H: 5.910 -10.063 -3.001  0.113
H: 14.237 -12.028 -5.911  0.153
H: 18.294 -12.626 4.404  0.107
H: 17.794 -11.520 2.086  0.110
H: 16.277 -3.767 -3.528  0.128
H: 12.753 -16.020 2.152  0.094
H: 18.735 -6.237 5.737  0.083
H: 14.244 -5.545 -5.997  0.115
H: 19.839 -5.209 -8.383  0.079
H: 12.242 -17.912 3.978  0.050
H: 19.127 -3.688 -8.534  0.081
H: 14.102 -15.937 -7.880  0.122
H: 19.607 -11.801 0.916  0.103
H: 13.837 -18.146 -5.963  0.123
H: 14.750 -1.493 0.397  0.084
H: 3.653 -9.655 -2.068  0.073
H: 8.501 -14.413 -6.079  0.073
H: 17.384 -3.280 -5.868  0.123
H: 15.465 -14.323 -6.896  0.109
H: 19.067 -14.988 1.319  0.055
H: 17.942 -18.170 5.007  0.130
H: 12.048 -17.182 -1.591  0.081
H: 14.557 -10.786 4.668  0.124
H: 12.001 -2.839 -5.317  0.084
H: 12.834 -15.993 -3.673  0.129
H: 7.296 -9.581 -1.939  0.086
H: 15.330 -10.480 7.088  0.108
H: 19.200 -11.039 4.177  0.114
H: 8.945 -10.447 -1.335  0.129
H: 15.929 -17.371 -2.148  0.109
H: 16.775 -11.621 5.937  0.130
H: 18.573 -15.816 4.224  0.102
H: 9.735 -10.710 -3.021  0.094
H: 19.598 -7.539 -1.768  0.068
H: 3.544 -9.926 -0.305  0.073
H: 16.699 -15.499 -6.482  0.114
H: 17.436 -15.238 2.039  0.073
H: 18.200 -17.981 -1.814  0.102
H: 13.807 -2.266 -0.876  0.062
H: 13.787 -7.118 -1.588  0.046
H: 5.440 -8.572 -0.918  0.109
H: 19.116 -7.264 0.040  0.067
H: 13.484 -12.927 -0.682  0.142
H: 14.098 -16.245 -2.598  0.108
H: 12.404 -4.553 -5.744  0.051
H: 7.989 -11.196 -4.628  0.127

Forces on atoms 1 to 3 (eV/Å):
-0.70 -0.75 0.62
3.06 -1.18 1.73
0.94 2.23 2.00

=====

[2]
The following is a quantum chemistry calculation of 2 unconnected molecules or ions with the total composition C4H4INO2S, from the OMol25 dataset.

Calculated values
Gap between HOMO and LUMO (alpha / beta) ... 7.19 / 6.78 eV
LUMO level (alpha / beta) ... -2.55 / -2.34 eV
Total charge ... 0

Last column: natural (NBO) charge in e.
Positions of all 13 atoms, in Å:
I: -1.598 -0.580 -3.275  -0.052
S: -2.576 -0.202 -1.075  1.709
O: -2.877 -1.415 -0.409  -0.861
O: -3.630 0.818 -1.274  -0.831
N: -0.036 0.490 0.165  -0.561
C: 1.706 -0.618 1.079  -0.244
C: 0.978 1.345 0.252  0.142
C: 2.132 0.651 0.742  -0.314
C: 0.275 -0.706 0.683  0.112
H: 0.887 2.293 -0.206  0.205
H: 2.189 -1.515 1.510  0.228
H: 3.039 1.070 1.135  0.230
H: -0.489 -1.631 0.674  0.235

Forces on atoms 1 to 3 (eV/Å):
0.42 -0.29 -0.91
-1.65 3.47 -0.24
-0.32 -1.37 0.67

=====

[3]
The following is a quantum chemistry calculation of 2 unconnected molecules or ions with the total composition C3H6NOS, from the OMol25 dataset.

Calculated values
Gap between HOMO and LUMO ... 10.78 eV
LUMO level ... -3.66 eV
Total charge ... +1

Last column: natural (NBO) charge in e.
Positions of all 12 atoms, in Å:
S: -0.489 -1.735 -3.110  0.182
O: -1.658 -1.249 -0.733  -0.562
N: -0.336 -0.027 1.374  -0.713
C: 0.168 0.881 0.378  -0.106
C: -1.101 -1.438 -1.740  0.398
C: 1.353 0.837 -0.222  -0.312
H: -0.405 0.464 2.249  0.447
H: 0.473 -0.634 1.674  0.464
H: -1.232 -0.282 0.928  0.499
H: 1.694 1.670 -0.792  0.256
H: 2.014 -0.087 0.023  0.213
H: -0.480 1.601 -0.028  0.235

Forces on atoms 1 to 3 (eV/Å):
0.50 -0.04 -0.53
0.26 0.22 0.28
1.81 0.50 0.06

=====

[4]
The following is a quantum chemistry calculation of a molecular structure, C9H21ClI2NP2SW, from the OMol25 dataset.

Calculated values
Gap between HOMO and LUMO (alpha / beta) ... 5.71 / 5.25 eV
LUMO level (alpha / beta) ... -13.73 / -14.27 eV
<S²> ... 2.0685
2S+1 ... 3
Total charge ... +3

Last column: Löwdin spin population.
Positions of all 38 atoms, in Å:
W: -0.069 0.256 -0.402  1.082
I: -0.036 -0.007 -3.317  0.896
I: -0.081 2.562 1.020  -0.215
Cl: -0.018 -2.085 -0.670  0.124
S: -0.947 -0.985 4.086  0.002
P: 2.526 0.293 -0.563  0.015
P: -2.598 0.252 -0.554  0.018
N: -0.120 -0.454 1.693  0.005
C: 3.061 0.732 -2.260  0.010
C: 3.320 -1.360 -0.403  0.007
C: -3.109 0.629 -2.271  0.017
C: -1.233 -0.577 2.434  0.008
C: 3.650 1.342 0.447  0.000
C: 0.753 -1.049 3.732  0.000
C: 1.035 -0.714 2.439  0.008
C: -3.731 1.329 0.403  -0.001
C: -3.306 -1.423 -0.321  0.010
H: -4.765 1.024 0.152  0.000
H: -3.587 2.365 0.070  -0.001
H: 2.666 -0.029 -2.948  0.003
H: 3.430 2.397 0.257  -0.001
H: 4.399 -1.266 -0.573  0.001
H: 4.156 0.801 -2.334  0.000
H: 3.553 1.154 1.524  0.000
H: -3.013 -1.872 0.635  0.000
H: -2.664 1.578 -2.569  0.006
H: 2.005 -0.643 1.955  0.001
H: 1.500 -1.314 4.475  0.000
H: -2.228 -0.358 2.035  0.001
H: 4.696 1.144 0.155  0.000
H: -3.593 1.263 1.491  0.000
H: -4.204 0.694 -2.311  0.000
H: -2.927 -2.063 -1.123  0.000
H: 2.858 -2.023 -1.139  0.000
H: 2.602 1.688 -2.521  0.003
H: -4.398 -1.336 -0.362  0.001
H: -2.736 -0.156 -2.943  0.001
H: 3.153 -1.792 0.584  0.000

Forces on atoms 1 to 3 (eV/Å):
0.49 -0.36 2.70
0.01 -0.01 0.41
0.08 -1.38 -1.76

=====

[5]
The following is a quantum chemistry calculation of a molecular structure, C31H46HfP2, from the OMol25 dataset.

Calculated values
Gap between HOMO and LUMO ... 4.86 eV
LUMO level ... -8.26 eV
Total charge ... +2

Last column: Löwdin charge in e.
Positions of all 80 atoms, in Å:
Hf: 0.274 1.341 -0.149  1.651
P: 1.183 -4.669 -0.024  0.811
P: -1.129 -5.259 -1.870  0.766
C: -2.680 4.934 4.892  -0.050
C: -3.834 3.888 2.552  -0.017
C: 2.768 -0.611 -0.346  -0.139
C: -0.399 3.703 -1.059  -0.263
C: 0.387 -1.292 1.617  -0.140
C: -2.674 -6.209 -1.491  -0.331
C: 1.855 3.319 -0.697  -0.275
C: -2.525 3.497 2.934  -0.258
C: -0.530 -6.568 -3.045  -0.321
C: 0.422 -0.609 -1.460  -0.154
C: -1.083 1.943 1.338  -0.087
C: -0.193 -5.872 -0.384  -0.611
C: 2.199 0.345 0.692  -0.189
C: -0.730 -0.668 -0.650  -0.184
C: 3.247 3.604 -0.257  -0.023
C: -4.538 4.810 3.320  -0.048
C: 1.477 2.605 -1.888  -0.325
C: 2.417 2.104 -2.928  -0.016
C: -3.954 5.354 4.477  -0.034
C: -0.699 2.495 -3.336  -0.019
C: -1.966 4.013 4.133  -0.018
C: 1.354 -5.205 1.741  -0.312
C: -0.853 -1.366 0.691  -0.158
C: 1.166 0.013 1.577  -0.156
C: 1.725 -1.353 -1.213  -0.171
C: 2.517 -5.778 -0.679  -0.290
C: 0.621 4.861 1.002  0.005
C: 0.691 3.991 -0.195  -0.244
C: 0.064 2.822 -2.097  -0.313
C: -1.759 4.275 -0.926  0.000
C: -1.767 2.670 2.094  -0.073
H: -0.303 1.601 -3.833  0.079
H: 3.488 -5.326 -0.440  0.037
H: 2.900 1.128 1.005  0.127
H: 1.439 -6.300 1.791  0.052
H: -1.705 -0.913 1.224  0.120
H: -5.545 5.108 3.023  0.120
H: 0.472 -4.881 2.308  0.034
H: -1.726 5.373 -0.991  0.114
H: 2.183 -1.527 -2.203  0.138
H: -0.109 4.461 1.714  0.064
H: -0.972 3.681 4.440  0.123
H: -3.145 -5.807 -0.586  0.031
H: -2.428 3.897 -1.710  0.091
H: 1.014 0.641 2.463  0.130
H: 0.309 5.877 0.728  0.113
H: 3.930 2.785 -0.518  0.081
H: -2.248 5.329 5.815  0.120
H: 2.437 -5.891 -1.767  0.034
H: -1.140 -2.423 0.548  0.133
H: 3.427 -1.358 0.132  0.148
H: 0.004 -1.399 2.646  0.142
H: -1.143 -6.498 -3.953  0.041
H: -4.501 6.097 5.063  0.122
H: -1.694 -0.451 -1.133  0.150
H: 2.455 -6.765 -0.200  0.049
H: 3.431 -0.039 -1.017  0.112
H: -0.880 -5.919 0.479  0.048
H: -0.643 3.333 -4.050  0.117
H: 2.588 2.887 -3.685  0.116
H: 0.520 -6.413 -3.316  0.025
H: 1.547 -2.365 -0.799  0.012
H: -4.273 3.461 1.647  0.124
H: 1.032 -2.167 1.440  0.090
H: -3.365 -6.091 -2.335  0.039
H: -2.186 3.999 0.044  0.059
H: 3.624 4.522 -0.739  0.119
H: -1.759 2.316 -3.115  0.086
H: -2.453 -7.276 -1.345  0.048
H: -0.657 -7.570 -2.611  0.046
H: 2.250 -4.743 2.174  0.037
H: 0.217 -6.883 -0.581  0.058
H: 0.262 -0.348 -2.517  0.126
H: 1.590 4.915 1.510  0.088
H: 3.296 3.758 0.829  0.086
H: 2.019 1.223 -3.445  0.080
H: 3.390 1.836 -2.500  0.078

Forces on atoms 1 to 3 (eV/Å):
-1.48 6.25 -0.52
0.00 -2.22 0.71
-0.40 -1.67 0.13

=====

Number 1: largest force on an atom 5.716 eV/A. Number 2: largest force on an atom 3.851 eV/A. Number 3: largest force on an atom 3.841 eV/A. Number 4: largest force on an atom 2.766 eV/A. Number 5: largest force on an atom 6.444 eV/A.